*P*
Molecular formula: C7H8ClNO2
Method: DFT, wB97M-V/def2-TZVPD

The geometry in XYZ format:
```
19
Properties=species:S:1:pos:R:3:lowdin_charge:R:1
C 0.04 0.72 -1.81 -0.0490
C 1.46 0.85 -1.73 -0.0437
C -0.64 0.12 -0.80 -0.0771
C 2.14 0.27 -0.72 -0.0117
C 2.18 -0.67 1.51 -0.2131
C 0.09 -0.31 0.34 -0.3817
C -1.76 -0.78 1.72 -0.0644
N 1.46 -0.23 0.39 0.0589
O 1.81 -1.26 2.48 0.1333
O -0.44 -1.07 1.23 -0.0099
Cl -0.67 2.18 1.18 -0.1814
H -0.26 1.21 -2.74 0.1269
H 2.10 1.21 -2.46 0.0969
H -1.78 -0.01 -0.94 0.1631
H 3.18 0.16 -0.53 0.1173
H 3.23 -0.45 1.43 0.1357
H -2.03 -1.52 2.42 0.0775
H -2.65 -0.94 1.10 0.0953
H -1.91 0.24 2.07 0.0270
```

LUMO energy (alpha / beta), eV: -1.07 / -1.07
Gap between HOMO and LUMO (alpha / beta), eV: 7.0 / 7.0

*Q*
Molecular formula: C7H8ClNO2
Method: DFT, wB97M-V/def2-TZVPD

The geometry in XYZ format:
```
19
Properties=species:S:1:pos:R:3:lowdin_charge:R:1
C 0.50 1.88 0.97 -0.1076
C 1.43 1.56 -0.03 -0.2164
C -0.30 0.92 1.53 -0.0639
C 1.38 0.51 -0.74 -0.4387
C -0.34 -0.55 1.22 -0.1513
C -0.39 -0.78 -0.24 -0.1884
C -1.54 -0.31 -1.12 -0.0011
N 0.31 -1.92 -0.80 -0.4506
O 0.80 -2.69 0.01 0.0667
O 0.24 -2.14 -1.97 0.0415
Cl 2.48 -0.20 -1.89 0.6841
H 0.59 2.80 1.44 0.0847
H 2.20 2.34 -0.14 0.1315
H -1.12 1.20 2.21 0.1118
H 0.59 -0.98 1.73 0.1676
H -1.13 -0.99 1.69 0.0865
H -1.39 -0.81 -1.97 0.0173
H -1.70 0.78 -1.09 0.0939
H -2.63 -0.61 -0.80 0.1324
```

LUMO energy, eV: -0.54
Gap between HOMO and LUMO, eV: 8.5

What should be chosen as the most stable of them? Choose *P*.

*P*
Molecular formula: C3H8OS2
Method: DFT, wB97M-V/def2-TZVPD

The geometry in XYZ format:
```
14
Properties=species:S:1:pos:R:3:lowdin_charge:R:1
C 2.96 -1.16 1.26 -0.0478
C 2.62 0.22 0.77 -0.3130
O 2.56 0.43 -0.42 0.0078
H 2.16 -1.73 1.73 0.0793
H 3.72 -1.00 2.05 0.0798
H 3.47 -1.66 0.45 0.0810
H 2.55 1.06 1.48 0.1180
C -2.23 0.40 1.26 -0.4431
S -1.98 -0.62 -0.30 0.3174
S -0.83 0.77 -1.34 0.3142
H -1.24 0.53 1.66 0.0084
H -3.05 -0.07 1.80 0.0229
H -2.70 1.30 0.89 0.0116
H 0.32 0.65 -0.66 -0.2365
```

Structure (SMILES): CC=O.CSS
LUMO energy, eV: 0.64
Gap between HOMO and LUMO, eV: 9.4

*Q*
Molecular formula: C3H8OS2
Method: DFT, wB97M-V/def2-TZVPD

The geometry in XYZ format:
```
14
Properties=species:S:1:pos:R:3:lowdin_charge:R:1
C 1.80 -2.63 1.33 -0.0568
C 2.22 -1.22 1.55 -0.3429
O 2.37 -0.43 0.66 0.0122
H 0.92 -2.86 1.93 0.0803
H 1.59 -2.77 0.27 0.0835
H 2.57 -3.35 1.62 0.0817
H 2.41 -0.88 2.59 0.1194
C -2.34 1.02 -2.06 -0.5058
S -0.69 1.18 -1.34 0.3765
S -1.09 0.31 0.53 0.2996
H -2.89 0.22 -1.56 0.0118
H -2.89 1.96 -2.02 0.0269
H -2.23 0.73 -3.10 0.0276
H 0.06 0.77 1.02 -0.2139
```

Structure (SMILES): CC=O.CSS
LUMO energy, eV: 0.47
Gap between HOMO and LUMO, eV: 8.5

What should be chosen as the most stable of them? Choose *Q*.

*P*
Molecular formula: C3H8OS2
Method: DFT, wB97M-V/def2-TZVPD

The geometry in XYZ format:
```
14
Properties=species:S:1:pos:R:3:lowdin_charge:R:1
O 0.20 -1.64 -2.20 -0.0806
C 0.81 -0.65 -1.37 -0.2592
C 0.00 -0.58 -0.07 -0.2610
C -0.47 0.82 0.29 -0.5653
S -1.63 0.86 1.69 0.4080
S -0.66 1.93 3.09 0.2917
H 0.53 -1.50 -3.10 0.0830
H 0.85 0.33 -1.87 0.1162
H 1.83 -1.00 -1.15 0.1116
H 0.61 -1.02 0.72 0.1089
H -0.82 -1.30 -0.17 0.1092
H -1.07 1.17 -0.55 0.0709
H 0.36 1.48 0.53 0.0618
H -0.55 1.11 4.15 -0.1951
```

Structure (SMILES): OCCCSS
LUMO energy, eV: 0.66
Gap between HOMO and LUMO, eV: 9.3

*Q*
Molecular formula: C3H8OS2
Method: DFT, wB97M-V/def2-TZVPD

The geometry in XYZ format:
```
14
Properties=species:S:1:pos:R:3:lowdin_charge:R:1
C 0.72 -1.41 -1.84 -0.0526
C 0.09 0.05 -1.58 -0.4256
O -0.56 0.55 -2.45 0.0123
H 0.47 -1.59 -2.91 0.0686
H 1.87 -1.43 -1.72 0.1015
H 0.31 -2.29 -1.41 0.0392
H 0.67 0.62 -0.86 0.0619
C 0.08 0.70 2.71 -0.5001
S -0.55 -0.17 1.28 0.4027
S -2.18 0.95 0.50 0.3500
H -0.40 0.42 3.73 0.0642
H 1.17 0.43 2.73 0.0363
H -0.13 1.76 2.47 0.0224
H -1.56 1.41 -0.65 -0.1808
```

Structure (SMILES): CC=O.CSS
LUMO energy, eV: 0.38
Gap between HOMO and LUMO, eV: 9.3

What should be chosen as the most stable of them? Choose *P*.

*P*
Molecular formula: C5H12
Method: DFT, wB97M-V/def2-TZVPD

The geometry in XYZ format:
```
17
Properties=species:S:1:pos:R:3:lowdin_charge:R:1
C -0.23 -1.33 0.80 -0.0603
C -0.32 0.08 0.29 -0.5597
C 0.99 -0.21 -1.43 -0.0999
C -1.57 0.52 -0.24 -0.0767
C 0.54 1.11 0.97 -0.0602
H -0.75 -1.36 1.77 0.0973
H 0.80 -1.67 0.93 0.0829
H -0.75 -2.02 0.13 0.0916
H 0.65 -1.00 -2.12 0.0324
H 1.89 -0.55 -0.91 0.0224
H 1.21 0.71 -1.98 0.0321
H -0.44 0.21 -1.03 0.1065
H -2.36 -0.20 -0.42 0.0598
H -1.79 1.58 -0.29 0.0598
H 0.55 2.05 0.42 0.0915
H 0.10 1.30 1.96 0.0973
H 1.57 0.76 1.10 0.0833
```

LUMO energy, eV: 0.94
Gap between HOMO and LUMO, eV: 7.8

*Q*
Molecular formula: C5H12
Method: DFT, wB97M-V/def2-TZVPD

The geometry in XYZ format:
```
17
Properties=species:S:1:pos:R:3:lowdin_charge:R:1
C -1.84 -0.74 -0.68 -0.1175
C -1.09 0.45 -0.07 -0.3546
C 0.26 0.73 -0.63 -0.1183
C 1.29 -1.30 0.36 -0.0328
C 1.09 1.61 0.25 -0.1829
H -1.43 -1.69 -0.30 0.0618
H -2.90 -0.71 -0.42 0.0682
H -1.73 -0.73 -1.77 0.0759
H -1.15 0.43 1.03 0.1055
H -1.59 1.39 -0.38 0.1287
H 1.02 -0.69 -0.55 -0.0060
H 2.36 -1.15 0.52 0.0461
H 0.74 -1.00 1.25 0.0455
H 1.07 -2.33 0.10 0.0426
H 0.90 1.58 1.33 0.0747
H 2.17 1.50 0.06 0.0739
H 0.83 2.62 -0.11 0.0893
```

LUMO energy, eV: 0.81
Gap between HOMO and LUMO, eV: 8.8

What should be chosen as the most stable of them? Choose *Q*.

*P*
Molecular formula: C5H12
Method: DFT, wB97M-V/def2-TZVPD

The geometry in XYZ format:
```
17
Properties=species:S:1:pos:R:3:lowdin_charge:R:1
C -2.30 -0.08 -1.49 -0.0955
C -2.56 0.82 -0.52 -0.0724
H -2.77 -1.06 -1.53 0.0551
H -1.99 0.25 -2.46 0.0383
H -2.93 0.49 0.44 0.0426
H -2.79 1.83 -0.85 0.0521
C 2.49 0.66 0.59 -0.1111
C 1.24 -0.11 1.18 -0.2769
C 0.74 -1.20 0.20 -0.1273
H 2.85 0.20 -0.34 0.0567
H 3.26 0.63 1.35 0.0551
H 2.20 1.69 0.37 0.0577
H 0.38 0.55 1.34 0.0868
H 1.69 -0.50 2.09 0.0823
H 1.59 -1.50 -0.42 0.0533
H 0.54 -2.11 0.78 0.0685
H 0.04 -0.94 -0.58 0.0348
```

Structure (SMILES): C=C.CCC
LUMO energy, eV: 1.26
Gap between HOMO and LUMO, eV: 11.1

*Q*
Molecular formula: C5H12
Method: DFT, wB97M-V/def2-TZVPD

The geometry in XYZ format:
```
17
Properties=species:S:1:pos:R:3:lowdin_charge:R:1
C -1.63 0.39 -1.16 -0.1477
C -0.96 -0.40 -0.04 -0.2491
C 0.32 0.26 0.55 -0.4363
C 1.04 -0.88 1.34 -0.1082
C 1.20 0.69 -0.59 -0.0971
H -1.39 0.03 -2.19 0.0818
H -1.51 1.48 -1.20 0.0660
H -2.71 0.27 -1.01 0.0656
H -0.91 -1.37 -0.57 0.1165
H -1.65 -0.56 0.80 0.1007
H 0.14 1.00 1.37 0.1437
H 1.85 -0.41 1.90 0.0653
H 0.30 -1.30 2.07 0.0877
H 1.50 -1.68 0.75 0.0762
H 1.51 -0.28 -0.99 0.0824
H 0.70 1.23 -1.44 0.0797
H 2.05 1.23 -0.20 0.0728
```

Structure (SMILES): CCC(C)C
LUMO energy, eV: 1.25
Gap between HOMO and LUMO, eV: 11.8

What should be chosen as the most stable of them? Choose *Q*.

*P*
Molecular formula: C8H10O2
Method: DFT, wB97M-V/def2-TZVPD

The geometry in XYZ format:
```
20
Properties=species:S:1:pos:R:3:lowdin_charge:R:1
C -2.30 -0.49 0.20 -0.1002
C -1.99 -0.72 1.54 -0.0986
C -0.94 -1.57 1.88 -0.0986
C -0.19 -2.18 0.88 -0.1002
C -0.49 -1.95 -0.46 -0.1075
C -1.55 -1.11 -0.80 -0.1075
H -3.13 0.17 -0.07 0.1076
H -2.59 -0.24 2.33 0.1063
H -0.70 -1.75 2.94 0.1063
H 0.65 -2.85 1.15 0.1076
H 0.10 -2.44 -1.25 0.1125
H -1.79 -0.93 -1.86 0.1125
C 2.48 2.74 -0.91 -0.0004
C 1.57 1.55 -1.03 -0.5698
O 1.37 0.90 -2.03 0.0831
O 0.97 1.27 0.16 0.0720
H 2.96 2.95 -1.88 0.0907
H 3.27 2.54 -0.16 0.0927
H 1.91 3.63 -0.60 0.0927
H 0.39 0.48 -0.02 0.0988
```

Structure (SMILES): c1ccccc1.CC(=O)O
LUMO energy, eV: 0.93
Gap between HOMO and LUMO, eV: 10.6

*Q*
Molecular formula: C8H10O2
Method: DFT, wB97M-V/def2-TZVPD

The geometry in XYZ format:
```
20
Properties=species:S:1:pos:R:3:lowdin_charge:R:1
C -0.88 -0.94 -0.30 -0.0751
C -1.81 -1.41 -1.23 -0.0113
C -1.17 -2.32 -2.19 -0.0863
C 0.13 -2.51 -2.26 -0.1323
C 1.04 -2.00 -1.34 -0.0730
C 0.50 -1.18 -0.37 -0.1023
H -1.19 -0.26 0.53 0.1062
H -2.82 -1.33 -1.22 0.0620
H -1.82 -2.93 -2.68 0.0707
H 0.48 -3.29 -2.85 0.0882
H 2.12 -1.98 -1.54 0.1129
H 1.25 -0.85 0.31 0.0549
C 1.15 1.09 2.03 0.0068
C 0.37 2.30 1.59 -0.5307
O -0.08 2.45 0.44 0.0552
O 0.31 3.32 2.49 0.0557
H 1.39 0.34 1.26 0.0424
H 2.12 1.29 2.41 0.0703
H 0.62 0.59 2.88 0.1083
H 0.00 4.10 1.88 0.1774
```

Structure (SMILES): c1ccccc1.CC(=O)O
LUMO energy, eV: 0.69
Gap between HOMO and LUMO, eV: 9.9

What should be chosen as the most stable of them? Choose *P*.

*P*
Molecular formula: CH5BrSi
Method: DFT, wB97M-V/def2-TZVPD

The geometry in XYZ format:
```
8
Properties=species:S:1:pos:R:3:lowdin_charge:R:1
C -0.83 0.38 0.34 -0.3241
Si 0.65 -0.40 -0.52 0.2063
Br 2.13 -0.65 1.14 0.2309
H -1.40 -0.23 1.01 0.0097
H -0.63 1.31 0.88 0.0232
H -1.64 0.84 -0.28 0.0332
H 1.04 0.49 -1.52 -0.0940
H 0.68 -1.75 -1.06 -0.0851
```

Structure (SMILES): C[SiH2]Br
LUMO energy, eV: 0.95
Gap between HOMO and LUMO, eV: 11.3

*Q*
Molecular formula: CH5BrSi
Method: DFT, wB97M-V/def2-TZVPD

The geometry in XYZ format:
```
8
Properties=species:S:1:pos:R:3:lowdin_charge:R:1
C -0.16 -0.03 0.53 -0.4410
Si 0.58 -1.18 -0.75 0.8143
Br -1.71 2.98 0.37 -0.1806
H 0.63 0.06 1.41 0.0744
H -0.40 1.01 0.07 -0.1210
H -1.21 -0.21 1.06 0.0621
H 0.38 -2.09 -1.88 -0.1180
H 1.90 -0.54 -0.80 -0.0902
```

LUMO energy (alpha / beta), eV: -1.76 / -3.39
Gap between HOMO and LUMO (alpha / beta), eV: 7.7 / 4.0

What should be chosen as the most stable of them? Choose *P*.